# 1
Molecular formula: C42H103AsF6N4O24P5
Method: DFT, wB97M-V/def2-TZVPD

Cartesian coordinates (Å):
As  0.996  0.631  1.104
P  -5.605  -4.943  -6.429
P  2.278  -8.714  -1.464
P  -8.176  0.833  3.337
P  3.221  7.454  -6.054
P  8.431  6.358  1.771
F  -0.444  0.365  2.164
F  1.963  0.664  2.544
F  0.761  2.398  1.116
F  2.434  0.781  0.021
F  1.201  -1.174  1.006
F  -0.032  0.425  -0.384
O  5.016  -5.094  4.168
O  -3.274  7.626  -1.351
O  9.317  7.564  1.067
O  7.088  6.484  0.994
O  -9.345  0.087  3.919
O  9.156  4.954  1.233
O  -6.720  0.266  3.809
O  -7.162  -4.865  -5.866
O  2.907  8.875  -5.302
O  -5.104  -6.334  -5.755
O  2.623  6.374  -5.015
O  -2.617  -5.722  4.353
O  -5.530  -4.947  -7.894
O  1.966  5.561  7.092
O  1.560  -9.072  -0.032
O  8.431  6.509  3.265
O  -8.019  0.664  1.723
O  -8.080  2.447  3.426
O  2.615  7.426  -7.446
O  4.827  7.261  -6.050
O  1.413  -8.907  -2.648
O  -4.885  -3.771  -5.617
O  2.868  -7.219  -1.358
O  3.640  -9.601  -1.504
N  3.375  -4.961  5.697
N  1.178  3.686  7.994
N  -4.136  6.095  0.147
N  -2.527  -5.943  2.078
C  1.587  -9.489  2.301
C  -2.989  -2.535  -4.788
C  -8.022  -3.871  -6.428
C  -6.305  0.151  5.159
C  1.480  4.083  9.388
C  5.849  6.169  1.541
C  -2.182  -5.466  0.763
C  3.783  -5.214  -2.086
C  1.388  10.182  -6.754
C  1.507  4.450  6.948
C  -3.293  -7.221  1.944
C  0.692  2.266  7.768
C  8.433  3.719  1.403
C  -5.347  1.249  5.470
C  3.797  -6.047  6.461
C  -8.533  3.115  4.583
C  -3.844  7.360  -0.296
C  -7.775  -1.762  1.246
C  -7.257  -0.365  1.108
C  -9.222  -4.465  -7.179
C  -8.935  4.550  4.209
C  -3.804  4.926  -0.625
C  3.433  -11.038  -1.644
C  -5.039  -6.490  -4.431
C  3.703  -6.686  -2.362
C  4.712  6.439  0.540
C  9.555  7.608  -0.304
C  2.280  -4.176  6.251
C  -4.796  -7.968  -4.173
C  1.420  5.709  -5.219
C  4.734  -11.832  -1.879
C  10.364  8.935  -0.493
C  -3.793  -3.005  -6.071
C  -2.355  -5.310  3.263
C  -4.952  5.891  1.289
C  3.999  -4.574  4.611
C  2.419  -9.090  1.121
C  8.030  3.241  0.004
C  5.701  5.297  -5.026
C  1.569  4.409  -4.448
C  5.527  6.813  -4.851
C  1.578  9.478  -5.428
H  10.641  8.918  -1.548
H  -2.660  -8.033  1.588
H  2.734  -11.307  -2.436
H  -2.978  -3.414  -4.144
H  1.464  10.254  -4.671
H  4.663  -7.198  -2.301
H  4.677  -4.750  -2.503
H  2.137  10.957  -6.916
H  -4.225  -5.855  -4.081
H  4.806  4.745  -4.737
H  1.324  4.044  5.941
H  2.099  3.321  9.862
H  -8.379  -3.216  -5.633
H  2.007  -3.295  5.671
H  4.908  7.282  -0.123
H  5.105  7.207  -3.926
H  6.533  7.214  -4.973
H  4.623  5.662  -0.219
H  2.162  -9.755  3.188
H  -5.792  2.243  5.510
H  0.418  10.680  -6.763
H  8.631  7.580  -0.882
H  1.356  -4.741  6.380
H  1.284  5.437  -6.266
H  3.707  6.548  0.949
H  4.551  -12.784  -2.378
H  2.665  -8.040  1.281
H  -3.984  8.131  0.477
H  -5.367  -8.593  -4.859
H  4.506  -5.817  7.256
H  2.373  3.766  -4.804
H  -5.761  -0.781  5.312
H  -7.864  3.221  5.438
H  0.809  -8.739  2.442
H  -0.143  2.126  8.454
H  5.936  4.999  -6.047
H  -7.169  0.117  5.822
H  -7.612  -3.186  -7.169
H  7.580  3.837  2.071
H  -4.561  1.324  4.719
H  -9.447  2.589  4.859
H  1.103  -10.412  1.982
H  5.811  5.211  2.059
H  -10.004  -3.747  -7.426
H  9.085  2.932  1.783
H  -8.063  5.132  3.911
H  1.316  9.491  -7.593
H  -3.096  -3.655  -6.598
H  -3.961  -2.157  -6.735
H  7.567  2.255  0.009
H  3.785  -4.944  -1.030
H  3.427  -6.787  -3.412
H  6.476  4.879  -4.384
H  -1.464  -4.661  0.913
H  5.135  -12.158  -0.919
H  -3.461  -1.623  -4.423
H  8.936  3.055  -0.573
H  11.240  9.059  0.143
H  -1.929  -4.314  3.066
H  4.272  -6.762  5.790
H  0.539  4.094  9.937
H  -7.047  -2.506  0.924
H  -9.634  4.448  3.379
H  7.268  3.933  -0.356
H  3.412  -3.760  4.160
H  2.965  -11.309  -0.697
H  -3.260  4.175  -0.052
H  5.403  -11.242  -2.505
H  -4.390  5.260  1.978
H  -4.830  1.162  6.426
H  -5.244  6.844  1.731
H  -4.197  -6.994  1.378
H  -7.910  -1.929  2.315
H  3.319  -9.705  1.094
H  2.874  -6.472  6.858
H  9.738  9.827  -0.540
H  -8.584  -1.982  0.548
H  -8.946  -4.910  -8.135
H  2.120  4.964  9.441
H  2.614  -3.800  7.218
H  -3.632  -7.705  2.860
H  -4.664  4.360  -0.984
H  -5.940  -6.099  -3.958
H  -2.967  -5.132  0.085
H  -3.744  -8.250  -4.149
H  -5.865  5.412  0.938
H  -5.163  -8.107  -3.156
H  0.487  6.190  -4.925
H  -9.362  5.008  5.101
H  -9.755  -5.166  -6.536
H  1.696  4.666  -3.396
H  -6.210  -0.237  1.380
H  -7.126  -0.096  0.060
H  2.968  -4.636  -2.520
H  10.210  6.755  -0.483
H  0.834  8.710  -5.216
H  1.491  1.603  8.100
H  -1.703  -6.371  0.389
H  5.679  6.760  2.441
H  0.435  2.023  6.737
H  0.604  3.903  -4.482
H  -1.954  -2.324  -5.058
H  -3.168  5.179  -1.474

Results
Electronic energy   -8229.20594 Eh
Net charge   -1
Energy above the lowest of the compared OMol25 structures with the same formula, charge and spin   108.1 kcal per mole

# 2
Molecular formula: C2H9N4
Method: DFT, wB97M-V/def2-TZVPD

Cartesian coordinates (Å):
N  0.635  -1.870  0.267
N  1.267  0.961  -0.270
N  -1.301  -0.413  -0.180
N  -1.617  0.455  -1.143
C  -0.235  -0.959  0.285
C  -0.964  -0.227  1.302
H  0.680  1.820  -0.279
H  1.050  -2.207  -0.586
H  1.681  0.897  -1.099
H  -0.698  0.701  1.662
H  1.932  1.354  0.415
H  -1.727  1.431  -0.856
H  -1.764  -0.572  1.883
H  -2.301  0.277  -1.864
H  1.144  -2.027  1.065

Results
Electronic energy   -300.25386 Eh
Net charge   +1
Energy above the lowest of the compared OMol25 structures with the same formula, charge and spin   103.8 kcal per mole

# 3
Molecular formula: C26H19BrN2O4PdTe
Method: DFT, wB97M-V/def2-TZVPD

Cartesian coordinates (Å):
Te  0.109  0.624  -2.909
Pd  1.223  0.973  -0.648
Br  -4.151  2.624  0.482
O  2.207  2.530  -1.502
O  2.240  4.763  -1.333
O  -5.485  -1.719  2.896
O  -5.899  -1.204  0.793
N  2.869  0.708  0.651
N  0.456  -0.456  0.580
C  1.326  -0.945  1.361
C  -3.170  -1.074  0.121
C  -0.814  3.825  -1.664
C  1.596  -2.038  -2.374
C  1.664  3.702  -1.233
C  -2.123  3.535  -1.297
C  0.226  3.614  -0.775
C  -1.835  -0.866  -0.167
C  0.735  -4.273  -2.672
C  2.672  -0.361  1.432
C  3.995  1.401  0.741
C  -0.054  3.165  0.515
C  4.991  1.046  1.645
C  -1.360  2.913  0.904
C  3.632  -0.800  2.319
C  -1.358  -0.770  2.185
C  -2.699  -0.982  2.467
C  1.755  -3.416  -2.273
C  -0.440  -3.741  -3.181
C  -0.920  -0.729  0.866
C  0.413  -1.492  -2.873
C  4.811  -0.074  2.433
C  -2.378  3.065  -0.021
C  -3.615  -1.145  1.438
C  -5.089  -1.345  1.659
C  -0.598  -2.360  -3.284
H  3.449  -1.686  2.915
H  4.087  2.240  0.060
H  5.888  1.646  1.719
H  -1.523  -1.955  -3.680
H  0.862  -5.346  -2.595
H  -0.661  -0.572  2.990
H  -1.591  2.592  1.913
H  2.682  -3.822  -1.884
H  -3.008  -0.959  3.507
H  1.054  -1.756  2.032
H  5.579  -0.381  3.132
H  -4.727  -1.869  3.471
H  0.743  3.089  1.240
H  -1.494  -0.803  -1.188
H  -2.929  3.653  -2.009
H  -1.245  -4.396  -3.494
H  2.401  -1.385  -2.075
H  -0.601  4.186  -2.663
H  -3.899  -1.174  -0.672

Results
Electronic energy   -4382.59649 Eh
Net charge   0
Energy above the lowest of the compared OMol25 structures with the same formula, charge and spin   7.5 kcal per mole

# 4
Molecular formula: CH5INO
Method: DFT, wB97M-V/def2-TZVPD

Cartesian coordinates (Å):
I  -2.617  -0.658  0.620
O  -0.518  0.152  -1.523
N  0.096  0.548  0.522
C  -0.626  -0.422  -0.341
H  -0.454  1.381  0.298
H  0.262  -1.815  -0.253
H  -0.881  -0.453  -2.219
H  -0.037  0.052  1.360
H  0.988  0.619  0.090

Results
Electronic energy   -468.41755 Eh
Net charge   +1
Energy above the lowest of the compared OMol25 structures with the same formula, charge and spin   58.4 kcal per mole

# 5
Molecular formula: C34H35N10O2RuS2
Method: DFT, wB97M-V/def2-TZVPD

Cartesian coordinates (Å):
Ru  -1.123  -0.046  -0.248
S  3.013  -3.766  4.807
S  -0.032  2.653  1.484
O  -0.248  0.548  -2.499
O  0.092  1.957  0.153
N  -2.155  -1.471  -0.789
N  0.543  -1.272  -0.119
N  -0.938  -0.317  1.788
N  -3.531  3.607  -0.648
N  -2.702  1.317  -0.389
N  1.713  -2.827  5.004
N  -1.931  5.444  -1.050
N  -1.355  2.172  -3.628
N  0.860  2.496  -2.948
N  3.169  -3.682  3.201
C  1.264  1.725  3.694
C  2.666  2.133  1.770
C  0.899  -1.667  1.117
C  1.423  2.160  2.390
C  -2.572  1.376  -3.637
C  0.224  -1.548  3.504
C  -1.315  -5.009  -0.138
C  2.369  1.266  4.400
C  -1.432  -2.318  -3.466
C  -0.924  -4.532  -2.440
C  2.058  1.837  -2.459
C  -2.665  4.566  -0.861
C  1.355  -2.411  3.797
C  -3.074  2.415  -0.511
C  3.613  1.242  3.792
C  -1.744  -2.780  -0.987
C  -1.755  -0.321  4.031
C  0.346  4.372  1.191
C  1.190  -1.794  -1.157
C  2.620  -3.097  0.280
C  2.193  -2.903  2.758
C  -0.706  -1.125  4.448
C  -1.826  0.077  2.698
C  2.232  -2.709  -0.992
C  -1.765  -3.714  0.073
C  1.938  -2.562  1.370
C  -0.261  1.688  -2.991
C  3.761  1.674  2.478
C  -1.353  -3.226  -2.273
C  -1.291  3.180  -4.668
C  -2.294  -3.328  1.427
C  0.051  -1.153  2.175
C  -0.875  -5.430  -1.382
C  0.732  3.869  -2.478
H  2.712  -3.116  -1.870
H  -1.327  -5.705  0.694
H  0.235  4.894  2.140
H  -2.606  0.734  2.337
H  2.004  1.646  -1.380
H  2.194  0.886  -2.970
H  -0.176  4.341  -2.833
H  -0.663  -2.575  -4.198
H  -0.261  3.471  -4.854
H  -2.516  0.011  4.722
H  -0.599  -1.438  5.477
H  -0.525  -6.441  -1.532
H  -0.379  4.757  0.470
H  3.416  -3.809  0.445
H  -1.706  2.764  -5.589
H  -2.623  0.763  -4.542
H  -1.321  -1.272  -3.198
H  -3.430  2.048  -3.614
H  2.252  0.920  5.419
H  -2.402  -2.421  -3.960
H  2.765  2.442  0.737
H  1.585  4.448  -2.832
H  -0.619  -4.851  -3.430
H  -3.019  -4.066  1.776
H  -1.506  -3.280  2.182
H  -2.788  -2.359  1.384
H  4.472  0.875  4.337
H  -1.873  4.065  -4.398
H  4.735  1.652  2.009
H  2.913  2.477  -2.678
H  0.861  -1.460  -2.131
H  1.362  4.481  0.814
H  0.284  1.739  4.151
H  0.707  3.890  -1.387
H  -2.611  0.726  -2.768

Results
Electronic energy   -2905.93619 Eh
Net charge   0
Energy above the lowest of the compared OMol25 structures with the same formula, charge and spin   0.0 kcal per mole
2S+1   2